{"formula": "C31H29FO13V", "method": "ωB97M-V/def2-TZVPD", "lumo_ha": 0.0072, "max_force_ev_per_a": 5.01, "total_energy_ha": -3220.4216, "multiplicity": 1, "total_charge": -1, "symbols": ["O", "V", "O", "C", "O", "O", "O", "F", "C", "C", "C", "C", "C", "C", "H", "H", "H", "H", "H", "C", "C", "C", "C", "C", "C", "O", "O", "H", "H", "H", "H", "H", "H", "C", "C", "C", "C", "C", "C", "O", "O", "H", "H", "H", "H", "H", "H", "C", "C", "C", "C", "C", "C", "O", "O", "H", "H", "H", "H", "H", "H", "C", "C", "C", "C", "C", "C", "O", "O", "H", "H", "H", "H", "H", "H"], "xyz": [[-0.230, 1.770, 1.154], [1.091, 1.814, 1.936], [2.302, 1.215, 0.999], [1.924, 4.373, 5.837], [0.871, 4.588, 5.241], [2.608, 3.436, 5.397], [2.031, 4.832, 6.976], [-7.262, 3.074, -4.251], [-6.590, 3.521, -3.102], [-5.368, 4.220, -3.240], [-4.628, 4.529, -2.095], [-5.115, 4.168, -0.800], [-6.335, 3.607, -0.687], [-7.086, 3.262, -1.807], [-5.040, 4.497, -4.231], [-3.693, 5.064, -2.173], [-4.521, 4.449, 0.057], [-6.756, 3.283, 0.254], [-7.973, 2.648, -1.761], [-7.519, -2.919, 0.175], [-6.406, -2.714, -0.660], [-6.228, -3.432, -1.830], [-7.123, -4.446, -2.194], [-8.225, -4.682, -1.316], [-8.364, -3.960, -0.120], [-9.451, -4.237, 0.709], [-5.112, -3.173, -2.656], [-7.543, -2.314, 1.069], [-5.726, -1.960, -0.291], [-6.994, -4.952, -3.139], [-8.911, -5.443, -1.657], [-9.373, -5.169, 0.923], [-4.968, -3.916, -3.248], [7.697, -1.842, 2.438], [7.797, -2.235, 1.080], [8.135, -3.523, 0.721], [8.416, -4.463, 1.719], [8.410, -4.037, 3.075], [8.053, -2.778, 3.317], [7.893, -2.597, 4.646], [8.185, -3.929, -0.550], [7.311, -0.872, 2.715], [7.667, -1.576, 0.234], [8.622, -5.501, 1.504], [8.656, -4.727, 3.868], [7.526, -1.742, 4.881], [8.375, -4.869, -0.598], [2.939, 5.422, -3.099], [3.354, 5.812, -4.401], [3.781, 7.107, -4.494], [3.590, 8.008, -3.505], [3.049, 7.668, -2.272], [2.800, 6.341, -2.106], [2.559, 5.918, -0.799], [4.206, 7.682, -5.636], [2.782, 4.389, -2.829], [3.416, 5.112, -5.221], [3.786, 9.047, -3.728], [2.905, 8.512, -1.614], [2.389, 6.585, -0.129], [4.643, 6.985, -6.131], [-0.987, -4.353, 2.397], [-0.743, -5.384, 1.490], [0.502, -5.710, 1.161], [1.594, -4.906, 1.531], [1.484, -3.818, 2.390], [0.145, -3.594, 2.845], [-0.161, -2.388, 3.413], [0.674, -6.808, 0.391], [-1.977, -4.014, 2.667], [-1.561, -5.926, 1.038], [2.580, -5.214, 1.218], [2.314, -3.131, 2.456], [-0.972, -2.341, 3.925], [-0.117, -7.336, 0.523]], "lowdin_charge": [-0.4389, 0.9242, -0.5161, -1.0918, 0.0581, 0.0234, 0.0377, 0.0020, -0.2177, -0.0239, -0.0586, -0.0891, -0.1144, -0.0252, 0.1067, 0.1006, 0.1053, 0.1060, 0.1086, -0.0093, -0.0105, -0.2955, -0.0126, -0.0087, -0.3303, 0.0141, 0.0217, 0.1184, 0.1178, 0.1066, 0.1063, 0.0952, 0.0870, 0.0030, 0.0070, -0.3666, 0.0064, -0.0135, -0.4123, 0.0436, 0.0535, 0.1258, 0.1176, 0.1049, 0.1232, 0.1065, 0.1010, -0.0015, 0.0076, -0.3911, -0.0292, -0.0095, -0.3302, 0.0297, 0.0446, 0.1239, 0.1132, 0.1214, 0.1196, 0.1002, 0.1013, 0.0007, -0.0602, -0.3734, -0.0091, 0.0156, -0.2848, 0.0170, 0.0459, 0.1075, 0.1178, 0.1136, 0.1184, 0.1001, 0.0945]}